Record 1
{"formula": "C14H21IN3O9P2PtSe", "method": "ωB97M-V/def2-TZVPD", "elements": ["Pt", "N", "C", "C", "P", "O", "O", "O", "P", "O", "O", "O", "H", "H", "H", "H", "H", "H", "H", "H", "I", "O", "C", "C", "C", "C", "C", "C", "C", "O", "O", "H", "H", "H", "H", "H", "C", "N", "C", "C", "N", "C", "C", "Se", "H", "H", "H", "H", "H", "H", "H", "H"], "xyz": [[-1.0939, 0.1630, 0.8323], [0.7276, 4.1255, -1.2412], [0.2245, 2.8084, -0.7967], [0.9351, 1.6520, -1.5025], [0.4297, 2.7513, 1.0325], [1.8625, 2.1983, 1.3070], [0.4993, 4.2736, 1.4443], [-0.6477, 2.0204, 1.7977], [-1.5811, 2.7785, -1.1825], [-2.1550, 3.9498, -0.2113], [-1.7687, 3.2023, -2.5960], [-2.1339, 1.4668, -0.6664], [1.7286, 4.0621, -1.4009], [0.5330, 4.7840, 0.6092], [0.2817, 4.3463, -2.1281], [2.0006, 1.6541, -1.2631], [0.8034, 1.7668, -2.5802], [0.5297, 0.6801, -1.2154], [1.8332, 1.1442, 1.3242], [-2.4407, 4.6806, -0.7666], [-1.9180, -0.9462, 3.0841], [3.5244, -2.9363, -1.2694], [4.1972, -1.9166, -0.7180], [5.5426, -1.7504, -1.0564], [6.2816, -0.7287, -0.4932], [5.6985, 0.1459, 0.4193], [4.3609, -0.0091, 0.7423], [3.5854, -1.0206, 0.1806], [2.1100, -1.1513, 0.4791], [1.5104, -2.1293, -0.0112], [1.5473, -0.2533, 1.1760], [2.5936, -2.8507, -0.8900], [5.9796, -2.4409, -1.7663], [7.3248, -0.6124, -0.7631], [6.2794, 0.9385, 0.8720], [3.9047, 0.6636, 1.4548], [-4.7681, -0.3109, -0.7039], [-4.5037, -1.5150, 0.0772], [-5.4243, -2.1870, 0.8475], [-4.7888, -3.2522, 1.3831], [-3.4930, -3.2147, 0.9296], [-2.4477, -4.1646, 1.2858], [-3.3209, -2.1424, 0.1386], [-1.7013, -1.6642, -0.6899], [-5.6767, 0.1467, -0.3193], [-4.8960, -0.5716, -1.7532], [-3.9311, 0.3776, -0.5991], [-6.4332, -1.8373, 0.9643], [-5.1333, -4.0057, 2.0666], [-2.6804, -4.5762, 2.2642], [-1.4981, -3.6388, 1.3343], [-2.3936, -4.9544, 0.5372]], "spin_multiplicity": 1, "energy_ha": -4889.07534, "total_charge": -1, "homo_ev": [-4.921, -4.922], "gap_ev": [7.11, 7.11], "lumo_energy_ev": [2.19, 2.18], "relative_energy_ev": 0.854}

***

Record 2
{"formula": "C5H8N2", "method": "ωB97M-V/def2-TZVPD", "elements": ["C", "C", "C", "N", "C", "N", "C", "H", "H", "H", "H", "H", "H", "H", "H"], "xyz": [[-0.8704, -2.5280, 0.2787], [-0.9164, -1.2290, 0.2905], [-1.0480, 0.0428, 0.0113], [-2.2466, 0.8106, 0.0695], [0.2293, 0.7462, -0.1348], [1.3363, 0.1390, -0.0146], [2.5424, 0.9197, -0.1052], [-0.6002, -3.1138, 1.1503], [-1.8526, -2.5563, -0.2161], [-3.0660, 0.2114, 0.0372], [-2.2847, 1.3973, -0.7607], [0.1429, 1.8357, -0.2392], [3.1984, 0.4785, -0.8626], [2.3614, 1.9767, -0.3562], [3.0744, 0.8692, 0.8520]], "spin_multiplicity": 1, "energy_ha": -304.68731, "smiles": "C=C=C(N)/C=N/C", "homo_ev": -7.685, "gap_ev": 8.60, "lumo_energy_ev": 0.91, "relative_energy_ev": 4.032}

***

Record 3
{"formula": "C8H8NO", "method": "ωB97M-V/def2-TZVPD", "elements": ["C", "C", "C", "C", "C", "C", "C", "C", "N", "O", "H", "H", "H", "H", "H", "H", "H", "H"], "xyz": [[1.7347, -0.5120, -2.1056], [2.3313, -0.6831, -0.8496], [0.3944, -0.2188, -2.1429], [1.5970, -0.4296, 0.2493], [-0.3475, 0.0164, -1.0840], [0.1942, -0.0267, 0.2255], [-1.9849, 0.4486, 1.3613], [-0.5330, 0.0854, 1.3420], [-2.8624, 1.3038, 2.3992], [-2.2305, 1.8094, 3.4095], [2.3377, -0.7221, -2.9854], [3.4561, -1.1532, -0.7594], [0.0731, -0.1845, -3.1376], [2.0812, -0.6392, 1.2063], [-1.3232, 0.3097, -1.2964], [-2.2078, 0.8517, 0.3801], [-2.6690, -0.4366, 1.5150], [-0.0415, 0.1809, 2.2728]], "spin_multiplicity": 1, "energy_ha": -439.49761, "total_charge": -1, "homo_ev": -1.744, "gap_ev": 5.28, "lumo_energy_ev": 3.54, "relative_energy_ev": 2.068}

***

Record 4
{"formula": "C18H46N2O6", "method": "ωB97M-V/def2-TZVPD", "elements": ["C", "C", "C", "C", "C", "C", "C", "C", "C", "N", "O", "H", "H", "H", "H", "H", "H", "H", "H", "H", "H", "H", "H", "H", "H", "H", "H", "H", "H", "H", "C", "C", "C", "C", "C", "C", "C", "C", "C", "N", "O", "H", "H", "H", "H", "H", "H", "H", "H", "H", "H", "H", "H", "H", "H", "H", "H", "H", "H", "H", "O", "H", "H", "O", "H", "H", "O", "H", "H", "O", "H", "H"], "xyz": [[1.2482, 2.1325, -4.4574], [-0.2398, 1.9891, -4.1837], [-0.9803, 3.2801, -4.5467], [-0.9587, 0.9190, -5.0384], [-2.3131, 0.5159, -4.5258], [-2.0796, -0.0805, -3.1150], [-1.5704, 0.9893, -2.1851], [-2.6228, 2.0503, -1.9290], [-1.1929, 0.3285, -0.8271], [-0.2947, 1.4471, -2.7842], [0.2371, 2.4873, -1.9008], [1.7373, 1.2017, -4.2386], [1.4898, 2.3772, -5.4591], [1.5444, 3.0250, -3.8823], [-2.0152, 3.1234, -4.7374], [-0.7092, 4.1257, -3.9050], [-0.4967, 3.6880, -5.4519], [-1.0792, 1.2660, -6.0681], [-0.3077, -0.0214, -5.0536], [-3.0450, 1.2911, -4.6231], [-2.7949, -0.3065, -5.0994], [-1.3608, -0.8848, -3.2495], [-3.0318, -0.4930, -2.6697], [-2.3165, 2.6170, -1.0405], [-3.6440, 1.6023, -1.8448], [-2.6213, 2.8385, -2.6785], [-0.5298, -0.5799, -0.9708], [-2.1387, -0.0301, -0.4213], [-0.6887, 1.0871, -0.2239], [-0.3721, 3.2105, -1.8192], [2.7718, -0.7603, 3.8216], [1.3144, -1.3278, 3.8404], [1.2939, -2.5730, 2.9383], [1.0145, -1.8166, 5.2863], [-0.5046, -2.0453, 5.4944], [-1.2445, -0.7427, 5.2508], [-1.0189, -0.3852, 3.7536], [-1.7762, -1.4425, 2.9143], [-1.6201, 1.0424, 3.5362], [0.4197, -0.2355, 3.4639], [0.5424, 0.0752, 2.0986], [2.7208, 0.2854, 4.2568], [3.2524, -0.8752, 2.8620], [3.3737, -1.3732, 4.4798], [1.2645, -2.2444, 1.8844], [0.4428, -3.2342, 3.0826], [2.1999, -3.1379, 3.1386], [1.5841, -2.7544, 5.3020], [1.4215, -1.1658, 6.0197], [-0.6541, -2.2618, 6.6296], [-0.8235, -2.9501, 4.9713], [-0.9196, -0.0458, 6.0463], [-2.3250, -0.8207, 5.4401], [-1.4632, -1.4682, 1.9102], [-1.6981, -2.3708, 3.4275], [-2.7763, -1.1011, 2.9717], [-2.6662, 1.0950, 3.8598], [-1.0276, 1.7709, 4.0506], [-1.6530, 1.2734, 2.4777], [0.2738, -0.6455, 1.5560], [1.5059, -2.7060, -0.9149], [2.0342, -1.9750, -0.4087], [0.7518, -2.2719, -1.4107], [2.8019, -0.5745, 0.4061], [2.8007, -0.0399, -0.4142], [2.2418, -0.1521, 1.0806], [3.7784, -1.9069, -3.1708], [3.3499, -2.2960, -2.4221], [4.6471, -2.2666, -3.2369], [2.8103, 0.5029, -2.2338], [2.0336, 1.0442, -2.4650], [2.6721, -0.3192, -2.6447]], "spin_multiplicity": 1, "energy_ha": -1274.26684, "smiles": "CC1(C)CCCC(C)(C)N1O.CC1(C)CCCC(C)(C)N1O.O.O.O.O", "homo_ev": -8.813, "gap_ev": 9.34, "lumo_energy_ev": 0.52, "relative_energy_ev": 1.025}

***

Record 5
{"formula": "C9H36Fe2N18O13P", "method": "ωB97M-V/def2-TZVPD", "elements": ["Fe", "Fe", "P", "O", "O", "O", "O", "C", "O", "N", "N", "H", "H", "H", "H", "C", "O", "N", "N", "H", "H", "H", "H", "C", "O", "N", "N", "H", "H", "H", "H", "C", "O", "N", "N", "H", "H", "H", "H", "C", "O", "N", "N", "H", "H", "H", "H", "C", "O", "N", "N", "H", "H", "H", "H", "C", "O", "N", "N", "H", "H", "H", "H", "C", "O", "N", "N", "H", "H", "H", "H", "C", "O", "N", "N", "H", "H", "H", "H"], "xyz": [[0.9333, 0.5885, -2.4123], [-1.9333, 1.5321, 0.1046], [0.1721, 0.1373, 0.0896], [1.5533, 0.4052, -0.5696], [-0.1337, -1.2636, 0.5542], [-0.6694, 0.5412, -1.1203], [-0.2547, 1.2511, 1.0555], [-1.3852, -3.8378, 2.1090], [-1.5695, -4.9750, 2.5504], [-0.2623, -3.1172, 2.3525], [-2.2997, -3.1440, 1.3801], [-0.1039, -2.2184, 1.8520], [0.4142, -3.4612, 3.0112], [-3.0819, -3.6278, 0.9765], [-1.8973, -2.3488, 0.9153], [-3.0015, 0.8214, 2.8909], [-2.7831, 1.7487, 2.0938], [-2.2088, -0.2613, 3.0220], [-4.0919, 0.7346, 3.6751], [-1.3497, -0.4560, 2.5399], [-2.4728, -0.8570, 3.7865], [-4.3831, -0.0866, 4.1691], [-4.6185, 1.5929, 3.7191], [4.7705, 2.8557, -0.8125], [4.5123, 3.5508, -1.7853], [6.0118, 2.8412, -0.2393], [3.9939, 1.9329, -0.1699], [6.7350, 3.2836, -0.7816], [6.1946, 2.3005, 0.5809], [3.0571, 1.7195, -0.4707], [4.3659, 1.4582, 0.6282], [-3.7498, -0.8231, -0.8922], [-3.5736, 0.2319, -0.2311], [-2.8198, -1.3015, -1.7401], [-4.9358, -1.3925, -0.9540], [-1.9079, -0.8634, -1.6933], [-2.9491, -2.1854, -2.1999], [-4.9891, -2.3473, -1.2683], [-5.6835, -1.0119, -0.3957], [-1.2946, 0.7992, -4.7621], [-0.3881, 0.4580, -3.9889], [-2.5255, 0.2967, -4.8582], [-1.2168, 1.9861, -5.4150], [-2.9045, -0.4140, -4.2532], [-3.1942, 0.7117, -5.4802], [-1.9476, 2.3826, -5.9769], [-0.3666, 2.5237, -5.3786], [0.5195, -2.6648, -2.5824], [0.9671, -1.5093, -2.6255], [-0.2663, -3.1895, -1.6152], [0.8338, -3.5852, -3.5136], [-0.2706, -4.1763, -1.4230], [-0.3780, -2.5636, -0.8260], [0.5193, -4.5264, -3.3565], [1.6052, -3.4831, -4.1518], [1.4595, 0.7812, 4.1111], [1.7655, 0.4632, 5.2598], [0.7326, 1.8879, 3.8707], [1.6019, -0.0675, 3.0490], [0.2450, 1.9785, 2.9935], [0.1500, 2.2166, 4.6241], [1.0993, 0.1688, 2.2039], [1.9611, -0.9375, 3.4110], [3.7963, -2.5418, 0.1048], [4.5776, -3.4731, 0.2586], [4.1273, -1.3691, -0.4999], [2.5190, -2.5350, 0.5406], [5.0641, -1.2160, -0.8301], [3.5285, -0.5749, -0.3602], [2.1875, -3.4765, 0.6921], [1.9257, -1.8243, 0.1353], [-0.4217, 4.3822, 0.4969], [-1.4210, 3.6703, 0.3099], [0.7557, 3.9500, 0.9411], [-0.4876, 5.7268, 0.3508], [1.5431, 4.5443, 0.7356], [1.0141, 2.9848, 1.0616], [0.3263, 6.2825, 0.5317], [-1.3472, 5.9855, -0.1052]], "spin_multiplicity": 9, "energy_ha": -5197.45157, "total_charge": 1, "s2": 20.014, "homo_ev": [-11.224, -11.223], "gap_ev": [8.12, 7.72], "lumo_energy_ev": [-3.11, -3.50]}

***

Record 6
{"formula": "C6H13N4O3P", "method": "ωB97M-V/def2-TZVPD", "elements": ["H", "N", "C", "N", "N", "C", "N", "P", "O", "O", "C", "C", "O", "C", "C", "H", "H", "H", "H", "H", "H", "H", "H", "H", "H", "H", "H"], "xyz": [[-0.0111, -3.8136, 0.4423], [-0.2495, -3.4140, 1.4040], [-0.0591, -2.2286, 1.7362], [-0.0641, -1.7190, 2.9580], [0.2616, -1.1849, 0.5329], [-0.0537, -1.6065, -0.6485], [-0.3859, -2.1195, -1.6011], [0.5208, 0.4788, 0.7434], [0.4148, 0.9848, 2.1043], [1.9808, 0.6029, 0.0821], [2.3446, 0.5860, -1.3007], [2.0762, 1.9207, -1.9659], [-0.4995, 1.0975, -0.4719], [-1.8368, 1.5416, -0.1145], [-2.8746, 0.3790, -0.3942], [0.0462, -2.4773, 3.6722], [0.0199, -0.6996, 3.1180], [3.3776, 0.5178, -1.2881], [1.8690, -0.1897, -1.7420], [2.5025, 1.8644, -3.0113], [1.0022, 2.1667, -1.8001], [2.5864, 2.7745, -1.4272], [-1.8370, 1.6850, 1.0245], [-2.0157, 2.3982, -0.8516], [-2.5973, 0.0299, -1.3409], [-2.6957, -0.4180, 0.3828], [-3.8226, 0.8428, -0.2427]], "spin_multiplicity": 1, "energy_ha": -1022.55387, "smiles": "[H]/N=C(/N)N(C#N)P(=O)(OCC)OCC", "homo_ev": -9.861, "gap_ev": 10.62, "lumo_energy_ev": 0.76, "relative_energy_ev": 0.784}